Entry 1:
C15H30AgF6NO6 as an isolated structure in a non-equilibrium geometry. Source: OMol25; level of theory: ωB97M-V/def2-TZVPD.

Last column: natural (NBO) charge in e.
Cartesian coordinates (Å):
Ag (0.086, 0.149, -0.266)  0.87
C (2.885, -1.986, 0.457)  0.35
O (3.722, -3.093, -0.040)  -0.57
O (2.276, -1.395, -0.487)  -0.81
C (1.914, -2.537, 1.537)  0.91
F (1.397, -3.762, 1.272)  -0.34
F (2.557, -2.703, 2.779)  -0.40
F (0.893, -1.720, 1.807)  -0.33
C (4.411, -3.851, 0.895)  -0.06
C (5.608, -4.506, 0.191)  -0.62
H (5.282, -5.252, -0.534)  0.20
H (6.121, -3.735, -0.395)  0.21
H (6.323, -4.908, 0.914)  0.18
H (3.756, -4.653, 1.271)  0.15
H (4.787, -3.278, 1.752)  0.15
H (3.593, -1.296, 1.012)  0.04
C (-2.101, -1.304, -1.934)  0.34
O (-2.780, -1.212, -0.590)  -0.60
O (-0.909, -1.684, -1.816)  -0.80
C (-2.978, -2.233, -2.804)  0.91
F (-2.374, -2.564, -3.963)  -0.34
F (-3.337, -3.388, -2.226)  -0.34
F (-4.155, -1.622, -3.202)  -0.38
C (-4.073, -0.705, -0.534)  -0.06
C (-4.374, -0.468, 0.933)  -0.63
H (-5.431, -0.273, 1.115)  0.18
H (-4.081, -1.393, 1.439)  0.21
H (-3.706, 0.308, 1.311)  0.20
H (-4.832, -1.384, -0.951)  0.15
H (-4.104, 0.238, -1.106)  0.14
H (-2.202, -0.273, -2.384)  0.07
C (1.803, 2.922, -3.594)  -0.64
C (1.502, 2.280, -2.223)  0.13
C (0.742, 3.335, -1.375)  -0.64
O (0.872, 1.108, -2.373)  -0.94
H (2.269, 3.916, -3.468)  0.15
H (0.855, 3.007, -4.130)  0.19
H (2.503, 2.298, -4.151)  0.20
H (2.480, 2.162, -1.671)  0.08
H (-0.172, 3.712, -1.849)  0.17
H (1.405, 4.212, -1.214)  0.16
H (0.532, 2.946, -0.378)  0.18
C (-0.537, 1.968, 3.886)  -0.62
C (-0.616, 1.412, 2.473)  -0.09
C (-1.599, 2.199, 1.644)  -0.05
O (-1.719, 1.684, 0.355)  -0.54
C (-2.590, 2.434, -0.421)  -0.25
N (0.714, 1.352, 1.828)  -0.84
H (-0.101, 2.978, 3.876)  0.19
H (0.047, 1.322, 4.537)  0.21
H (-1.515, 2.164, 4.353)  0.20
H (-1.003, 0.386, 2.493)  0.22
H (-1.311, 3.270, 1.620)  0.16
H (-2.584, 2.192, 2.142)  0.16
H (-2.316, 3.492, -0.544)  0.16
H (-3.618, 2.434, -0.002)  0.15
H (-2.658, 1.987, -1.412)  0.22
H (1.038, 2.305, 1.652)  0.36
H (1.403, 1.004, 2.492)  0.37

Net charge: -2
Gap between HOMO and LUMO (eV): 5.17
2S+1: 1

Entry 2:
An isolated ion of composition C3H4NO3 and charge -1 in a non-equilibrium geometry. Source: OMol25; level of theory: ωB97M-V/def2-TZVPD.

Last column: natural (NBO) charge in e.
Cartesian coordinates (Å):
C (-0.829, -1.147, -0.740)  -0.44
N (-0.161, 0.093, -0.604)  0.08
O (0.264, 0.609, -1.631)  -0.55
C (-0.090, 0.550, 0.593)  -0.14
C (1.176, 1.400, 1.027)  0.74
O (1.694, 0.780, 1.966)  -0.76
O (1.486, 2.350, 0.308)  -0.72
H (-1.902, -1.025, -0.935)  0.19
H (-0.796, -1.815, 0.183)  0.20
H (-0.414, -1.762, -1.621)  0.21
H (-0.428, -0.032, 1.455)  0.18

Net charge: -1
Gap between HOMO and LUMO (eV): 7.81
Structure (SMILES): C/[N+]([O-])=C/C(=O)[O-]
2S+1: 1

Entry 3:
A 3-piece molecular cluster, C16H38FO4S2 overall in a non-equilibrium geometry. Source: OMol25; level of theory: ωB97M-V/def2-TZVPD.

Last column: natural (NBO) charge in e.
Cartesian coordinates (Å):
C (0.872, -3.332, 2.848)  -0.61
C (-0.445, -3.595, 3.609)  -0.40
C (-0.970, -2.376, 4.372)  -0.41
C (-1.700, -1.358, 3.458)  -0.41
C (-1.342, 0.116, 3.703)  -0.43
C (0.154, 0.438, 3.744)  -0.51
S (0.810, 0.965, 2.108)  0.60
C (0.128, -0.199, 0.891)  -0.54
C (0.622, 0.026, -0.542)  -0.27
C (-0.507, -0.531, -1.461)  -0.60
C (1.898, -0.785, -0.855)  -0.61
S (2.900, 0.686, 2.371)  2.28
O (3.078, 0.565, 3.758)  -0.86
O (3.486, 1.812, 1.771)  -0.84
F (3.301, -0.637, 1.729)  -0.42
H (1.225, -2.304, 2.959)  0.16
H (0.680, -3.448, 1.779)  0.20
H (1.670, -4.018, 3.110)  0.24
H (-1.201, -3.991, 2.936)  0.21
H (-0.257, -4.364, 4.356)  0.22
H (-0.187, -1.947, 4.997)  0.19
H (-1.720, -2.771, 5.057)  0.23
H (-1.568, -1.675, 2.425)  0.20
H (-2.767, -1.446, 3.653)  0.24
H (-1.793, 0.734, 2.921)  0.22
H (-1.826, 0.430, 4.623)  0.25
H (0.342, 1.250, 4.440)  0.27
H (0.781, -0.386, 4.073)  0.26
H (-0.948, -0.029, 0.914)  0.27
H (0.276, -1.228, 1.208)  0.27
H (0.786, 1.083, -0.764)  0.25
H (-1.318, -0.980, -0.885)  0.21
H (-0.146, -1.321, -2.106)  0.23
H (-0.969, 0.259, -2.045)  0.24
H (1.938, -1.659, -0.204)  0.20
H (2.806, -0.201, -0.710)  0.21
H (1.911, -1.140, -1.878)  0.24
C (3.192, 4.926, -1.426)  -0.63
C (1.705, 4.671, -1.608)  0.09
C (0.871, 5.587, -0.728)  -0.63
O (1.408, 3.301, -1.301)  -0.73
H (3.492, 4.735, -0.391)  0.20
H (3.776, 4.257, -2.059)  0.22
H (3.450, 5.955, -1.676)  0.22
H (1.433, 4.820, -2.652)  0.19
H (1.099, 5.417, 0.329)  0.19
H (-0.192, 5.387, -0.865)  0.22
H (1.060, 6.636, -0.957)  0.22
H (1.645, 3.157, -0.377)  0.45
C (-3.603, -0.816, -5.068)  -0.63
C (-2.366, -1.539, -4.560)  0.10
C (-2.006, -2.715, -5.454)  -0.63
O (-2.587, -1.997, -3.221)  -0.74
H (-4.465, -1.488, -5.075)  0.20
H (-3.853, 0.021, -4.415)  0.21
H (-3.453, -0.436, -6.078)  0.22
H (-1.527, -0.843, -4.516)  0.17
H (-2.819, -3.446, -5.473)  0.20
H (-1.121, -3.228, -5.075)  0.21
H (-1.809, -2.390, -6.476)  0.22
H (-3.327, -2.616, -3.241)  0.47

Net charge: +1
Gap between HOMO and LUMO (eV): 7.95
2S+1: 1

Entry 4:
A 2-piece molecular cluster, C3H2Br2 overall in a non-equilibrium geometry. Source: OMol25; level of theory: ωB97M-V/def2-TZVPD.

Last column: natural (NBO) charge in e.
Cartesian coordinates (Å):
C (-0.355, -0.660, 0.740)  -0.28
C (-1.362, -0.439, -0.024)  0.09
C (-0.344, 0.573, -0.229)  -0.31
Br (2.281, -1.440, -1.332)  -0.02
Br (-0.596, 2.390, 0.464)  -0.01
H (0.184, -1.171, 1.623)  0.28
H (0.194, 0.747, -1.243)  0.24

Net charge: 0
Gap between HOMO and LUMO (alpha / beta) (eV): 8.43 / 5.74
2S+1: 1

Entry 5:
C22H19F5OSe3SiTcTe2 as an isolated structure. Source: OMol25; level of theory: ωB97M-V/def2-TZVPD.

Last column: Löwdin spin population.
Cartesian coordinates (Å):
Tc (-1.005, 1.197, -0.748)  0.85
Se (-0.027, 3.348, -0.781)  -0.05
Te (-1.244, 4.504, 1.138)  0.00
Te (-3.701, 3.988, 0.173)  0.00
Se (-3.321, 1.504, -0.036)  0.03
F (-2.466, 4.659, -7.259)  0.00
C (-2.108, 3.797, -6.317)  0.01
C (-1.161, 2.833, -6.589)  0.00
F (-0.608, 2.768, -7.799)  0.00
C (-0.789, 1.949, -5.600)  0.01
F (0.139, 1.039, -5.909)  0.00
C (-1.343, 1.993, -4.327)  0.01
Se (-0.713, 0.699, -3.073)  0.07
C (-2.298, 2.961, -4.088)  0.01
F (-2.896, 3.053, -2.911)  0.00
C (-2.680, 3.861, -5.065)  0.00
F (-3.603, 4.782, -4.804)  0.00
C (-0.548, 0.818, 3.551)  0.00
C (-0.473, -0.678, 3.215)  0.00
C (-1.888, -1.282, 3.238)  0.00
C (0.404, -1.424, 4.244)  0.00
Si (0.187, -0.911, 1.491)  0.01
O (-0.922, -0.219, 0.439)  0.06
C (1.790, -0.043, 1.096)  0.00
C (2.096, 0.081, -0.267)  0.00
C (3.258, 0.706, -0.698)  0.00
C (4.153, 1.207, 0.238)  0.00
C (3.875, 1.093, 1.595)  0.00
C (2.704, 0.473, 2.019)  0.00
C (0.325, -2.707, 1.028)  0.00
C (-0.720, -3.355, 0.358)  0.00
C (-0.630, -4.704, 0.029)  0.00
C (0.507, -5.427, 0.368)  0.00
C (1.558, -4.803, 1.030)  0.00
C (1.467, -3.453, 1.355)  0.00
H (-0.938, 0.950, 4.570)  0.00
H (-1.221, 1.346, 2.868)  0.00
H (0.430, 1.311, 3.502)  0.00
H (-2.319, -1.164, 4.241)  0.00
H (-1.881, -2.352, 3.000)  0.00
H (-2.550, -0.778, 2.527)  0.00
H (-0.035, -1.326, 5.245)  0.00
H (1.424, -1.030, 4.295)  0.00
H (0.472, -2.494, 4.017)  0.00
H (1.429, -0.345, -1.014)  0.00
H (3.467, 0.792, -1.757)  0.00
H (5.072, 1.681, -0.090)  0.00
H (4.568, 1.494, 2.325)  0.00
H (2.499, 0.412, 3.083)  0.00
H (-1.612, -2.796, 0.085)  0.00
H (-1.449, -5.192, -0.489)  0.00
H (0.576, -6.479, 0.112)  0.00
H (2.447, -5.366, 1.289)  0.00
H (2.302, -2.971, 1.860)  0.00

Net charge: 0
Expectation value of S²: 0.769
Gap between HOMO and LUMO (alpha / beta) (eV): 5.97 / 6.09
2S+1: 2

Entry 6:
C6H6O18Sr as an isolated structure in a non-equilibrium geometry. Source: OMol25; level of theory: ωB97M-V/def2-TZVPD.

Last column: natural (NBO) charge in e.
Cartesian coordinates (Å):
Sr (8.296, -8.162, -6.275)  1.86
O (4.418, -9.293, -5.544)  -0.74
C (5.216, -10.196, -6.035)  0.93
O (4.765, -11.191, -6.619)  -0.84
O (6.421, -10.034, -6.102)  -0.83
H (4.992, -8.714, -5.037)  0.50
O (11.163, -9.764, -3.660)  -0.74
C (10.737, -8.815, -4.532)  0.89
O (10.617, -9.099, -5.745)  -0.83
O (10.444, -7.664, -4.193)  -0.76
H (11.432, -9.121, -3.001)  0.46
O (10.410, -10.067, -9.023)  -0.76
C (9.081, -9.938, -9.162)  0.94
O (8.446, -9.561, -10.159)  -0.79
O (8.438, -10.038, -8.162)  -0.84
H (10.576, -10.327, -8.114)  0.49
O (11.124, -5.239, -8.708)  -0.75
C (10.291, -5.989, -8.023)  0.89
O (10.144, -5.826, -6.861)  -0.80
O (9.585, -6.863, -8.549)  -0.79
H (11.254, -4.815, -7.856)  0.47
O (6.412, -5.088, -3.358)  -0.73
C (6.890, -6.045, -4.180)  0.92
O (6.232, -6.962, -4.723)  -0.87
O (8.081, -6.012, -4.472)  -0.75
H (5.479, -5.300, -3.431)  0.46
O (4.405, -6.830, -7.539)  -0.72
C (5.394, -6.477, -8.207)  0.94
O (6.516, -6.789, -7.793)  -0.85
O (5.211, -5.899, -9.286)  -0.85
H (4.776, -7.112, -6.700)  0.50

Net charge: -4
Gap between HOMO and LUMO (eV): 4.55
2S+1: 1

Entry 7:
C5H9BrO3S as an isolated structure in a non-equilibrium geometry. Source: OMol25; level of theory: ωB97M-V/def2-TZVPD.

Last column: natural (NBO) charge in e.
Cartesian coordinates (Å):
C (0.270, -0.161, 1.343)  0.58
C (-0.400, -0.760, 2.513)  -0.75
C (-1.632, 0.014, -0.503)  -0.70
C (1.367, 1.539, -1.351)  -0.88
C (-0.278, -0.516, -0.059)  -0.36
O (1.059, 0.755, 1.344)  -0.54
O (2.139, -1.059, -1.154)  -0.91
O (0.230, -0.429, -2.568)  -0.96
S (1.009, -0.186, -1.369)  2.16
Br (-0.317, -2.507, -0.183)  0.05
H (0.290, -1.270, 3.204)  0.26
H (-0.892, 0.113, 2.991)  0.26
H (-0.974, -1.597, 2.067)  0.25
H (-1.745, 0.145, -1.602)  0.28
H (-2.001, 0.922, -0.149)  0.23
H (-2.494, -0.640, -0.396)  0.25
H (2.329, 1.736, -0.863)  0.27
H (1.441, 1.754, -2.411)  0.26
H (0.599, 2.148, -0.854)  0.26

Net charge: 0
Gap between HOMO and LUMO (eV): 10.44
2S+1: 1